{
  "formula": "C28H33BrCsF4N3O3P3Te",
  "method": "wB97M-V/def2-TZVPD",
  "symbols": ["Cs", "F", "C", "C", "F", "C", "F", "C", "P", "C", "C", "C", "C", "C", "C", "C", "C", "C", "C", "C", "C", "C", "Br", "C", "F", "H", "H", "H", "H", "H", "H", "H", "H", "H", "H", "C", "C", "O", "P", "O", "Te", "O", "C", "C", "H", "H", "H", "H", "H", "H", "H", "H", "H", "H", "C", "N", "C", "N", "C", "N", "C", "P", "C", "C", "H", "H", "H", "H", "H", "H", "H", "H", "H", "H", "H", "H", "H"],
  "positions_angstrom": [[0.248227, -1.383545, -0.169516], [7.344074, -1.248033, 2.791761], [6.043563, -0.989082, 2.844035], [5.338843, -1.189422, 4.023246], [5.965770, -1.645872, 5.102592], [3.975646, -0.920199, 4.057936], [3.338387, -1.171692, 5.199020], [3.277932, -0.447066, 2.946004], [1.469379, -0.084541, 2.962139], [1.335918, 1.245933, 4.208950], [1.150241, 1.054640, 5.577798], [1.064788, 2.145355, 6.425878], [1.171054, 3.434676, 5.922859], [1.339092, 3.636323, 4.561384], [1.406815, 2.546418, 3.707700], [0.784427, -1.569161, 3.780786], [1.375734, -2.822299, 3.628712], [0.760049, -3.958626, 4.129666], [-0.459171, -3.859404, 4.782849], [-1.064651, -2.617997, 4.925274], [-0.452637, -1.480428, 4.420754], [4.017308, -0.275442, 1.765996], [3.225824, 0.312280, 0.148457], [5.373743, -0.536362, 1.711992], [6.057218, -0.375480, 0.581256], [1.052361, 0.059905, 5.980401], [0.913768, 1.986797, 7.485711], [1.108326, 4.282490, 6.592302], [1.412452, 4.640578, 4.165672], [1.526380, 2.704409, 2.641693], [2.336109, -2.916397, 3.133542], [1.239480, -4.922545, 4.017951], [-0.935066, -4.744930, 5.182381], [-2.014955, -2.533699, 5.436427], [-0.931588, -0.515311, 4.545231], [0.665474, -0.797176, -6.437592], [-0.747128, -1.010751, -5.939507], [-0.882254, -0.563515, -4.586730], [-1.054305, -1.580981, -3.332812], [-1.178947, -0.658798, -2.143595], [-2.748336, -3.149216, -3.672242], [0.427280, -2.238665, -3.113371], [0.837522, -3.463860, -3.735996], [1.093917, -4.525233, -2.688285], [0.740604, -1.110404, -7.478491], [1.379027, -1.377675, -5.851443], [0.944558, 0.254387, -6.373882], [-1.053494, -2.059988, -5.998074], [-1.460843, -0.426343, -6.522311], [1.742526, -3.233796, -4.301767], [0.057002, -3.791216, -4.427094], [1.860632, -4.198431, -1.981158], [1.443133, -5.443797, -3.157478], [0.170606, -4.749691, -2.151240], [-4.692657, 2.980417, -2.195927], [-4.149927, 1.587648, -2.481591], [-3.308149, 1.644441, -3.771235], [-2.307115, 2.644923, -3.677160], [-2.890515, 3.941327, -3.373684], [-3.640257, 3.926385, -2.122594], [-2.771763, 3.722749, -0.960466], [-1.834345, 2.108527, -0.985666], [-3.349247, 1.087237, -1.326728], [-1.245608, 2.269125, -2.739992], [-5.247044, 2.919458, -1.258847], [-5.368715, 3.225262, -3.018024], [-4.928101, 0.945620, -2.639682], [-4.012990, 1.873485, -4.573314], [-2.867047, 0.653823, -3.912036], [-3.571218, 4.225046, -4.180160], [-2.096447, 4.683755, -3.307280], [-3.378223, 3.781533, -0.052884], [-2.059734, 4.550038, -0.922579], [-4.003276, 1.088801, -0.451560], [-3.029954, 0.072897, -1.557510], [-0.817937, 1.319887, -3.044618], [-0.461576, 3.030515, -2.772265]],
  "atomic_forces_ev_per_a": [[0.44, -0.63, 1.13], [-0.22, 0.05, 0.01], [-0.04, -0.02, 0.00], [0.00, 0.04, -0.09], [-0.10, 0.07, -0.17], [0.07, 0.04, -0.28], [0.01, 0.15, 0.08], [0.19, -0.13, -0.03], [-0.01, 0.02, 0.26], [-0.03, 0.00, -0.02], [0.03, 0.06, -0.15], [-0.01, 0.04, 0.06], [-0.04, 0.03, 0.01], [0.02, 0.02, 0.03], [0.07, -0.05, 0.00], [0.01, 0.03, -0.11], [0.01, 0.03, -0.04], [-0.03, -0.05, 0.01], [-0.04, 0.01, 0.02], [0.00, -0.03, 0.00], [0.00, -0.01, -0.03], [-0.13, -0.01, 0.21], [0.33, 0.22, -0.01], [0.10, -0.07, 0.11], [0.04, -0.02, 0.13], [0.09, -0.15, 0.05], [0.02, 0.01, 0.00], [0.01, 0.00, 0.00], [-0.01, 0.00, -0.01], [-0.01, -0.01, -0.02], [-0.02, 0.00, 0.00], [0.00, 0.00, 0.00], [0.00, 0.00, 0.00], [0.00, 0.00, 0.00], [0.00, -0.04, -0.02], [-0.01, -0.02, 0.08], [-0.07, -0.15, -0.23], [0.05, -0.10, 0.60], [0.26, 0.31, -0.20], [-0.51, 0.13, -0.99], [-0.05, 0.04, 0.03], [-0.45, 0.21, 0.00], [0.12, -0.18, -0.20], [-0.06, 0.13, 0.03], [0.00, -0.01, -0.03], [-0.01, 0.01, -0.01], [-0.01, 0.01, 0.01], [0.03, 0.06, -0.09], [0.03, -0.04, -0.04], [-0.03, -0.06, 0.00], [0.07, -0.06, 0.00], [-0.02, 0.00, -0.01], [0.01, -0.02, -0.04], [0.01, 0.00, 0.01], [-0.18, -0.01, -0.11], [-0.07, 0.02, -0.15], [0.02, -0.15, -0.14], [0.03, -0.05, -0.05], [-0.02, 0.03, -0.09], [-0.04, 0.11, 0.06], [0.16, 0.11, 0.17], [-0.16, 0.06, -0.04], [0.08, -0.19, 0.16], [0.07, 0.18, 0.03], [0.00, 0.03, -0.02], [0.01, -0.02, 0.04], [0.03, -0.01, -0.03], [0.00, -0.02, 0.04], [-0.10, 0.12, 0.02], [0.04, -0.01, 0.00], [-0.02, 0.00, 0.00], [0.04, 0.00, 0.00], [-0.02, -0.02, 0.04], [0.04, 0.00, -0.01], [-0.05, -0.03, 0.02], [0.05, 0.02, -0.04], [-0.03, -0.01, 0.00]],
  "de_lowest_kcal_mol": 14.3,
  "homo_lumo_gap_ev": 7.2,
  "charge": 1,
  "energy_ha": -5762.3273
}